(1)
{
  "formula": "C29H26FeNO3PS2Se2Te",
  "method": "wB97M-V/def2-TZVPD",
  "symbols": ["Fe", "C", "C", "C", "O", "C", "O", "O", "H", "H", "H", "H", "H", "H", "H", "S", "C", "C", "C", "C", "C", "C", "C", "C", "C", "N", "H", "H", "H", "H", "H", "H", "Se", "P", "Se", "C", "C", "C", "C", "C", "C", "C", "C", "C", "C", "C", "C", "H", "H", "H", "H", "H", "H", "H", "H", "H", "H", "Te", "C", "C", "C", "C", "S", "H", "H", "H"],
  "coordinates": [[-0.5041, -0.0913, -0.3408], [-1.0389, 4.5535, -0.7304], [-0.1211, 3.4606, -1.2543], [0.9467, 4.0087, -2.1964], [0.5621, 2.7963, -0.2131], [-0.9629, 2.4352, -2.0800], [-1.8684, 2.8655, -2.7971], [-0.6286, 1.1932, -2.0264], [-0.4605, 5.3333, -0.2286], [-1.7590, 4.1296, -0.0277], [-1.5948, 4.9884, -1.5588], [1.4513, 4.8635, -1.7430], [0.4893, 4.3082, -3.1400], [1.6841, 3.2293, -2.3909], [0.0911, 2.9266, 0.6148], [-1.8835, -4.0757, -1.7826], [-3.0506, -3.5614, -0.6306], [-2.7533, -2.3528, -0.0898], [-1.5485, -1.7814, -0.5939], [-0.9741, -2.6139, -1.5244], [0.2537, -2.2930, -2.2038], [0.9083, -3.0889, -3.1463], [2.0914, -2.6373, -3.6929], [2.6023, -1.4064, -3.2945], [1.8905, -0.6729, -2.3650], [0.7537, -1.1029, -1.8350], [-3.8977, -4.1959, -0.4202], [-3.3750, -1.8687, 0.6492], [0.4737, -4.0364, -3.4356], [2.6159, -3.2329, -4.4292], [3.5294, -1.0277, -3.7003], [2.2368, 0.2936, -2.0175], [1.4294, -0.2629, 1.0017], [0.8681, -0.7680, 3.1120], [-2.0772, 0.6740, 0.9516], [2.0330, 0.3285, 4.0462], [1.4413, 1.1495, 5.0048], [2.1897, 2.0855, 5.7055], [3.5500, 2.2015, 5.4696], [4.1501, 1.3943, 4.5122], [3.3958, 0.4786, 3.7967], [1.6164, -2.4631, 3.1990], [2.8956, -2.8151, 2.7701], [3.2821, -4.1434, 2.7057], [2.3903, -5.1507, 3.0511], [1.1199, -4.8161, 3.4893], [0.7410, -3.4825, 3.5683], [0.3773, 1.0540, 5.1887], [1.7070, 2.7343, 6.4266], [4.1393, 2.9305, 6.0123], [5.2090, 1.4926, 4.3041], [3.8687, -0.0985, 3.0165], [3.5880, -2.0517, 2.4502], [4.2785, -4.3920, 2.3599], [2.6828, -6.1898, 2.9612], [0.4149, -5.5946, 3.7549], [-0.2538, -3.2187, 3.9084], [-3.1560, 0.2683, -2.8500], [-4.8286, 1.2391, -3.6557], [-4.8741, 2.2004, -4.6264], [-6.1838, 2.6727, -4.9023], [-7.1324, 2.0620, -4.1422], [-6.4273, 0.9225, -3.0680], [-3.9827, 2.5699, -5.1128], [-6.4105, 3.4326, -5.6378], [-8.2009, 2.2101, -4.1461]],
  "homo_lumo_gap_ev": [6.181, 6.084],
  "multiplicity": 6,
  "total_charge": -1,
  "e_tot_ha": -8873.54538,
  "molar_mass_g_mol": 873.004
}

(2)
{
  "formula": "C29H26MoP2S4",
  "method": "wB97M-V/def2-TZVPD",
  "symbols": ["Mo", "S", "P", "C", "P", "S", "C", "C", "C", "C", "C", "C", "C", "C", "C", "C", "C", "C", "C", "C", "C", "C", "C", "C", "C", "C", "C", "C", "C", "C", "H", "H", "H", "H", "H", "H", "H", "H", "H", "H", "H", "H", "H", "H", "H", "H", "H", "H", "H", "H", "C", "C", "S", "C", "C", "S", "H", "H", "H", "H", "H", "H"],
  "coordinates": [[0.4365, -0.0412, -2.9131], [2.7357, 0.2880, -2.3687], [1.9385, -0.1572, -0.5048], [0.2205, 0.0527, -0.9143], [-1.1205, 0.9141, -0.1836], [-1.6614, 1.2678, -2.7428], [-2.0726, -0.2408, 0.8345], [-3.4518, -0.3086, 0.6762], [-4.1772, -1.1982, 1.4480], [-3.5274, -2.0062, 2.3677], [-2.1508, -1.9299, 2.5211], [-1.4113, -1.0533, 1.7507], [-0.4449, 2.2662, 0.8065], [0.3744, 3.1742, 0.1374], [0.9154, 4.2323, 0.8380], [0.6397, 4.3786, 2.1903], [-0.1855, 3.4776, 2.8458], [-0.7486, 2.4217, 2.1537], [2.3937, -1.9004, -0.3959], [3.6552, -2.2625, 0.0669], [4.1211, -3.5418, -0.1930], [3.3460, -4.4375, -0.9135], [2.0797, -4.0752, -1.3578], [1.6024, -2.8033, -1.1037], [2.6428, 0.8500, 0.8137], [3.3252, 2.0314, 0.5458], [3.8273, 2.7702, 1.6027], [3.6354, 2.3408, 2.9080], [2.9623, 1.1546, 3.1663], [2.4600, 0.4019, 2.1220], [-3.9425, 0.3388, -0.0359], [-5.2468, -1.2596, 1.3298], [-4.0941, -2.6975, 2.9708], [-1.6548, -2.5571, 3.2436], [-0.3370, -0.9840, 1.8532], [0.5668, 3.0539, -0.9275], [1.5271, 4.9583, 0.3272], [1.0511, 5.2173, 2.7283], [-0.4156, 3.6128, 3.8903], [-1.4174, 1.7329, 2.6463], [4.2645, -1.5525, 0.6095], [5.1056, -3.8294, 0.1416], [3.7306, -5.4205, -1.1388], [1.4740, -4.7734, -1.9139], [0.5977, -2.5147, -1.4195], [3.4759, 2.3575, -0.4738], [4.3711, 3.6814, 1.4063], [4.0168, 2.9305, 3.7277], [2.8368, 0.8102, 4.1820], [1.9567, -0.5366, 2.3123], [-4.2915, 0.6369, -3.0826], [-2.9085, 0.0652, -3.0817], [-0.3811, 1.2766, -4.5480], [-2.5967, -1.2207, -3.3488], [-3.6062, -2.2671, -3.6665], [-0.9595, -1.8589, -3.4156], [-4.2760, 1.6400, -2.6645], [-4.9807, 0.0288, -2.5003], [-4.6778, 0.7024, -4.0996], [-4.6119, -1.8631, -3.6864], [-3.5488, -3.0683, -2.9289], [-3.3894, -2.7071, -4.6395]],
  "homo_lumo_gap_ev": [5.736, 5.691],
  "total_charge": 2,
  "e_tot_ha": -3463.76553,
  "molar_mass_g_mol": 660.683
}

(3)
{
  "formula": "C29H27BF7NO9S3SeTa",
  "method": "wB97M-V/def2-TZVPD",
  "symbols": ["Ta", "O", "S", "O", "O", "C", "C", "C", "C", "C", "C", "S", "O", "O", "O", "H", "H", "H", "H", "C", "C", "C", "C", "C", "C", "N", "H", "H", "H", "H", "H", "H", "H", "H", "C", "C", "O", "C", "C", "H", "H", "H", "H", "H", "H", "H", "H", "H", "H", "O", "C", "O", "C", "C", "C", "C", "S", "C", "C", "H", "H", "H", "H", "H", "F", "C", "C", "F", "C", "F", "C", "Se", "C", "F", "C", "F", "F", "B", "F"],
  "coordinates": [[1.0007, -0.3223, -0.1859], [-1.2928, -2.0030, -2.9040], [-1.6026, -1.6188, -1.5606], [-2.9619, -1.2989, -1.2523], [-0.6810, -0.4243, -1.1659], [-1.0088, -2.8738, -0.4386], [-1.9110, -3.6648, 0.1513], [-1.2543, -4.5405, 1.1353], [1.1792, -4.8408, 1.1301], [1.5978, -3.8280, 0.0604], [1.4326, -3.3436, -1.3012], [2.6349, -2.1320, -1.8585], [3.7972, -2.8044, -2.3512], [2.9139, -1.3340, -0.5963], [1.8588, -1.2972, -2.7493], [-2.9732, -3.5028, 0.0142], [-1.2738, -4.1695, 2.1549], [1.9078, -5.6458, 1.2444], [2.4502, -3.2980, 0.4777], [0.8116, -4.0825, -2.4578], [0.4854, -2.7422, -0.1456], [-0.2018, -5.2239, 0.6775], [1.1856, -3.8919, 2.3246], [1.0185, -2.5553, 2.2269], [1.1106, -1.6773, 3.4380], [0.7529, -1.8525, 1.0237], [1.5252, -4.8439, -2.7774], [0.6085, -3.4024, -3.2793], [-0.1206, -4.5653, -2.1785], [-0.2394, -5.5836, -0.3459], [1.3481, -4.3037, 3.3113], [1.3826, -2.2782, 4.3044], [0.1617, -1.1779, 3.6291], [1.8526, -0.8939, 3.2995], [-0.2350, 1.1091, -4.2381], [-1.2748, 1.8224, -3.4068], [-0.6238, 2.6983, -2.5049], [-1.5447, 3.4050, -1.6890], [-0.8192, 4.5164, -0.9677], [-0.7181, 0.4027, -4.9153], [0.4534, 0.5453, -3.6106], [0.3412, 1.8271, -4.8235], [-1.8920, 1.1062, -2.8506], [-1.9520, 2.4047, -4.0492], [-2.0048, 2.7155, -0.9726], [-2.3412, 3.8175, -2.3268], [-0.0310, 4.1066, -0.3384], [-1.5183, 5.0601, -0.3294], [-0.3786, 5.2134, -1.6824], [-6.2707, 4.5655, 0.3704], [-5.7181, 4.3473, 1.5919], [-6.0027, 5.0719, 2.5059], [-4.7457, 3.2219, 1.6794], [-4.7726, 2.1377, 0.8054], [-3.8428, 1.1167, 0.9201], [-2.8667, 1.1669, 1.9119], [-1.6473, -0.1141, 2.0148], [-2.8495, 2.2471, 2.7951], [-3.7815, 3.2614, 2.6839], [-5.8429, 3.9925, -0.2782], [-5.5350, 2.0586, 0.0370], [-3.8533, 0.2814, 0.2330], [-2.0837, 2.2873, 3.5587], [-3.7752, 4.1025, 3.3645], [7.4833, 1.0383, 1.7852], [6.3057, 1.2210, 1.1812], [5.1805, 0.5543, 1.6287], [5.2615, -0.2866, 2.6626], [3.9786, 0.7751, 0.9883], [2.8933, 0.1074, 1.4537], [3.8289, 1.6192, -0.0930], [2.1496, 1.9176, -0.9348], [4.9767, 2.2780, -0.5129], [4.9276, 3.1313, -1.5396], [6.1990, 2.0868, 0.1060], [7.2832, 2.7387, -0.3249], [0.7004, 1.3062, 2.6586], [-0.0446, 0.9530, 1.5456], [-0.4929, 2.0820, 0.8519]],
  "homo_lumo_gap_ev": 7.140,
  "total_charge": -1,
  "e_tot_ha": -6230.25607,
  "molar_mass_g_mol": 1033.440
}

(4)
{
  "formula": "C29H27ClO2PV",
  "method": "wB97M-V/def2-TZVPD",
  "symbols": ["V", "C", "C", "C", "C", "C", "C", "C", "P", "C", "C", "C", "C", "C", "C", "C", "C", "C", "C", "C", "C", "C", "C", "H", "H", "H", "H", "H", "H", "H", "H", "H", "H", "H", "H", "H", "H", "H", "H", "H", "H", "H", "H", "C", "C", "C", "C", "C", "C", "H", "H", "H", "H", "H", "Cl", "C", "C", "O", "O", "H", "H"],
  "coordinates": [[0.2284, 0.7128, 0.3524], [3.5596, 2.7771, 0.2996], [4.3680, 1.7499, -0.4325], [5.5979, 2.0923, -0.9797], [6.3649, 1.1708, -1.6783], [5.9210, -0.1322, -1.8517], [4.7014, -0.5073, -1.3183], [3.9332, 0.4254, -0.6138], [2.4553, -0.1898, 0.1683], [1.9369, -1.7800, -0.4635], [1.9050, -2.8888, 0.3901], [1.4477, -4.1070, -0.0798], [1.0273, -4.2143, -1.3990], [1.0585, -3.1144, -2.2475], [1.5068, -1.8766, -1.8045], [1.5087, -0.6979, -2.7363], [2.6472, -0.2106, 1.9546], [3.9178, -0.2466, 2.5271], [4.0501, -0.1409, 3.9020], [2.9245, 0.0393, 4.6956], [1.6587, 0.0936, 4.1295], [1.5012, -0.0510, 2.7549], [0.1249, -0.0725, 2.1596], [4.0982, 3.7208, 0.3499], [3.3373, 2.4717, 1.3255], [2.6163, 2.9772, -0.2089], [5.9613, 3.1048, -0.8593], [7.3180, 1.4751, -2.0898], [6.5198, -0.8514, -2.3927], [4.3556, -1.5269, -1.4401], [2.2410, -2.7928, 1.4156], [1.4288, -4.9682, 0.5736], [0.6721, -5.1649, -1.7748], [0.7240, -3.2183, -3.2718], [1.0462, -0.9578, -3.6866], [2.5152, -0.3327, -2.9395], [0.9303, 0.1530, -2.3458], [4.7971, -0.3448, 1.9023], [5.0312, -0.1871, 4.3542], [3.0323, 0.1425, 5.7670], [0.7895, 0.2377, 4.7578], [-0.6411, 0.4117, 2.7678], [-0.2160, -1.0845, 1.8943], [-3.9230, -0.7918, -0.6921], [-2.8283, -1.6419, -0.6158], [-1.5493, -1.1059, -0.5765], [-1.3806, 0.2855, -0.5728], [-2.4899, 1.1406, -0.6504], [-3.7549, 0.5923, -0.7230], [-4.9208, -1.2082, -0.7303], [-2.9685, -2.7142, -0.6074], [-0.6984, -1.7790, -0.5488], [-2.3657, 2.2154, -0.6655], [-4.6224, 1.2345, -0.7949], [1.0821, 5.5640, 0.2793], [-0.4732, 4.7213, 0.2299], [-0.4092, 3.5944, 1.2146], [-0.6801, 3.5120, 2.3447], [0.1666, 2.3646, 0.5607], [-0.6392, 4.3627, -0.7809], [-1.2686, 5.3912, 0.5490]],
  "homo_lumo_gap_ev": [6.850, 6.851],
  "total_charge": 2,
  "e_tot_ha": -3016.68825,
  "molar_mass_g_mol": 524.904
}

(5)
{
  "formula": "C29H27CoN6O6S2",
  "method": "wB97M-V/def2-TZVPD",
  "symbols": ["Co", "O", "C", "C", "C", "C", "C", "C", "C", "O", "N", "N", "C", "S", "C", "C", "S", "H", "H", "H", "H", "H", "H", "H", "H", "H", "N", "C", "C", "C", "O", "O", "H", "H", "H", "H", "H", "H", "C", "O", "C", "C", "C", "C", "C", "C", "N", "N", "C", "C", "C", "C", "O", "C", "N", "C", "C", "C", "C", "H", "H", "H", "H", "H", "H", "H", "H", "H", "H", "H", "H"],
  "coordinates": [[-0.7015, 1.4158, -0.1353], [3.4274, 1.6526, 1.4036], [3.8881, 2.4028, 0.3797], [5.2332, 2.7677, 0.4073], [5.7686, 3.5430, -0.5993], [4.9779, 3.9674, -1.6631], [3.6510, 3.5988, -1.7014], [3.0803, 2.8159, -0.6938], [1.6552, 2.4586, -0.7930], [1.1378, 1.7437, 0.1640], [0.9856, 2.7541, -1.8831], [-0.3577, 2.2865, -1.8091], [-1.1583, 3.0732, -2.4726], [-2.8662, 2.7074, -2.6007], [-3.1561, 3.9004, -3.9361], [-2.2905, 5.1005, -3.6353], [-0.6148, 4.4774, -3.3417], [2.4705, 1.5295, 1.2160], [5.8361, 2.4272, 1.2363], [6.8112, 3.8275, -0.5538], [5.3947, 4.5773, -2.4517], [3.0091, 3.9130, -2.5138], [-4.2161, 4.1503, -3.9447], [-2.8805, 3.4465, -4.8901], [-2.6215, 5.6177, -2.7328], [-2.2565, 5.7965, -4.4728], [-0.8068, 0.5539, 1.7431], [-1.8770, 1.1514, 2.5610], [-1.6045, 2.6277, 2.7692], [-1.8887, 3.4840, 1.5413], [-2.5767, 4.4810, 1.6506], [-1.3157, 3.1241, 0.4457], [-0.9501, -0.4505, 1.6691], [0.0867, 0.7050, 2.2084], [-1.9624, 0.6592, 3.5363], [-2.8180, 0.9958, 2.0295], [-0.5487, 2.7719, 3.0266], [-2.1988, 3.0023, 3.6026], [1.9290, -3.9049, 4.3108], [2.0329, -4.8979, 3.3126], [1.0415, -4.9712, 2.3770], [-0.0605, -4.1229, 2.3288], [-1.0063, -4.2648, 1.3253], [-0.8670, -5.2500, 0.3482], [0.2270, -6.1264, 0.4340], [1.1732, -5.9855, 1.4242], [-1.7414, -5.4677, -0.7155], [-2.6809, -4.6482, -0.9918], [-2.5282, -3.3032, -1.1284], [-3.7372, -2.5850, -1.1438], [-3.8202, -1.2230, -0.9483], [-2.6362, -0.4736, -0.7708], [-2.6071, 0.7769, -0.4900], [-1.3733, -1.1785, -0.9550], [-0.2850, -0.3729, -0.9022], [0.9063, -0.8794, -1.1511], [1.0650, -2.2348, -1.4667], [-0.0189, -3.0781, -1.4652], [-1.3005, -2.5595, -1.1809], [2.7733, -4.0621, 4.9762], [0.9979, -4.0090, 4.8743], [1.9908, -2.9036, 3.8738], [-0.1932, -3.3510, 3.0740], [-1.8693, -3.6110, 1.3231], [0.3105, -6.9081, -0.3076], [2.0245, -6.6479, 1.4885], [-4.6271, -3.1925, -1.2352], [-4.7613, -0.6970, -0.8965], [1.7367, -0.1920, -1.0997], [2.0506, -2.6077, -1.6978], [0.1081, -4.1245, -1.6903]],
  "homo_lumo_gap_ev": [6.225, 6.011],
  "e_tot_ha": -4080.42370,
  "molar_mass_g_mol": 678.638
}

(6)
{
  "formula": "C29H27F6N2S",
  "method": "wB97M-V/def2-TZVPD",
  "symbols": ["F", "C", "F", "F", "C", "C", "C", "C", "C", "C", "C", "C", "C", "C", "F", "F", "F", "C", "C", "C", "C", "H", "H", "H", "H", "H", "H", "H", "H", "H", "C", "C", "C", "C", "C", "C", "C", "N", "C", "C", "C", "C", "C", "C", "S", "C", "N", "H", "H", "H", "H", "H", "H", "H", "H", "H", "H", "H", "H", "H", "H", "H", "H", "H", "H"],
  "coordinates": [[5.0463, -3.3009, -2.7600], [5.2296, -1.9632, -2.9533], [6.1935, -1.5753, -2.0577], [5.7657, -1.7894, -4.2044], [3.9634, -1.1723, -2.7883], [4.0592, 0.2146, -2.6912], [2.9277, 0.9534, -2.4224], [1.6545, 0.3327, -2.2337], [0.5487, 1.1110, -1.7360], [-0.7385, 1.0664, -2.3267], [-1.0634, 0.1220, -3.3475], [-2.3342, 0.0244, -3.8684], [-3.3006, 0.9476, -3.4931], [-4.6377, 0.8305, -4.1533], [-5.5866, 1.6319, -3.6034], [-4.5471, 1.1551, -5.4841], [-5.1176, -0.4557, -4.0825], [-3.0168, 1.9549, -2.5737], [-1.7751, 1.9831, -1.9685], [1.5970, -1.0786, -2.4049], [2.7329, -1.8181, -2.7073], [5.0232, 0.7011, -2.8077], [3.0140, 2.0345, -2.3036], [0.7720, 1.9444, -1.0667], [-0.3061, -0.5585, -3.7326], [-2.5535, -0.7662, -4.5833], [-3.7767, 2.6948, -2.3381], [-1.5727, 2.7306, -1.1999], [0.6523, -1.5992, -2.2356], [2.6572, -2.8933, -2.8659], [3.2775, 1.1015, 3.1189], [2.2880, 1.0112, 1.9639], [1.6442, 2.3762, 1.6942], [3.0520, 0.5295, 0.7478], [1.1697, -0.0138, 2.2556], [0.5373, 0.2291, 3.6070], [-0.5964, -0.7218, 3.8936], [-1.4834, -0.7567, 2.7213], [-2.8023, -1.2175, 2.7820], [-3.4313, -1.1522, 1.5362], [-4.7678, -1.5261, 1.4131], [-5.4475, -1.9692, 2.5499], [-4.8128, -2.0244, 3.8013], [-3.4736, -1.6308, 3.9353], [-2.3383, -0.5416, 0.3215], [-1.0243, -0.4041, 1.4756], [0.1648, -0.0032, 1.1598], [3.6668, 0.1049, 3.3569], [4.1260, 1.7263, 2.8211], [2.8353, 1.5414, 4.0178], [0.8549, 2.2634, 0.9415], [1.1919, 2.7890, 2.6049], [2.3991, 3.0779, 1.3184], [2.3749, 0.5190, -0.1003], [3.8854, 1.2056, 0.5201], [3.4527, -0.4849, 0.8709], [1.6691, -1.0059, 2.3015], [1.2993, 0.0849, 4.3778], [0.1859, 1.2727, 3.6523], [-0.2067, -1.7377, 4.0904], [-1.1655, -0.3710, 4.7648], [-5.2310, -1.4524, 0.4315], [-6.4841, -2.2725, 2.4689], [-5.3631, -2.3755, 4.6755], [-2.9575, -1.6337, 4.9028]],
  "homo_lumo_gap_ev": 4.221,
  "total_charge": 1,
  "e_tot_ha": -2227.95816,
  "molar_mass_g_mol": 549.604
}

The records above give, respectively, ΔE to the lowest compared entry with this formula, charge and spin values of 2.3627 3.1411 5.5846 0.0000 1.2061 0.0000 eV.